No. 1
This record from OMol25 describes C11H9F5KO3 as an isolated structure. The level of theory is ωB97M-V/def2-TZVPD.

Summary:
charge	-1
2S+1	1
frontier orbital gap	6.50	eV

Structure (XYZ):
```
29
Properties=species:S:1:pos:R:3:mulliken_charge:R:1
K -0.72684 -1.18782 -2.83255 1.057
C 2.21687 1.89758 4.31508 -0.836
O 2.23280 1.05617 3.18643 -0.442
C 1.16069 1.12623 2.33134 1.011
C 0.07122 1.99123 2.54987 -0.809
C -0.94328 1.97124 1.62295 -0.733
C -0.95916 1.15162 0.47942 0.402
C -2.08556 1.22499 -0.43111 0.649
C -3.28777 2.12931 -0.16240 -1.110
O -2.18209 0.58223 -1.48034 -0.677
C 0.17664 0.25446 0.25011 0.005
O 0.28252 -0.51964 -0.73363 -0.764
C 1.20772 0.30077 1.24256 -0.440
H 3.13854 1.69689 4.85734 0.248
H 1.36509 1.68563 4.96836 0.329
H 2.19155 2.95474 4.03351 0.330
H 0.01588 2.65046 3.40254 0.355
H -1.77422 2.63865 1.79660 0.099
H -3.28251 2.73662 0.73592 0.346
H -4.16668 1.48379 -0.14249 0.258
H -3.39321 2.78228 -1.02945 0.253
H 2.06664 -0.34557 1.11659 0.410
F 2.32595 -3.12290 -4.36083 -0.315
C 0.92505 -3.29594 -4.38741 -0.279
F 0.64343 -3.32312 -5.78361 -0.320
C 0.75694 -4.75778 -3.99911 0.831
F 1.45563 -5.66972 -4.72570 -0.302
F 1.11123 -4.96455 -2.71417 -0.274
F -0.54307 -5.12783 -4.10583 -0.285
```

---

No. 2
This record from OMol25 describes an isolated molecule of C11H9IO2 in a non-equilibrium geometry. The level of theory is ωB97M-V/def2-TZVPD.

Summary:
2S+1	1
frontier orbital gap	8.24	eV

Structure (XYZ):
```
23
Properties=species:S:1:pos:R:3:mulliken_charge:R:1
C -1.34597 -0.14365 -0.83564 -0.361
C -1.53686 -0.70785 1.49656 -0.360
C -2.68173 -0.03928 -0.92443 -0.592
C -2.96899 -0.64828 1.40465 -0.896
C -0.68767 -0.39201 0.41647 0.426
C -3.46628 -0.24815 0.19800 0.383
C 1.52330 1.62859 -0.47126 -0.924
C 1.66197 0.20858 -0.12266 0.894
C 2.49501 2.41272 -0.73675 0.415
C 0.70978 -0.66885 0.36232 0.401
C 3.11172 -0.23887 -0.30994 -1.715
O 3.33560 3.18436 -1.03408 -0.444
O 1.05652 -1.95588 0.75425 -0.568
I -5.50451 -0.02747 -0.13792 0.080
H -0.68058 0.10098 -1.72381 0.309
H -0.93434 -1.01934 2.37205 0.352
H -3.19688 0.11624 -1.91491 0.263
H -3.63037 -0.66486 2.14783 0.508
H 0.54685 2.13746 -0.45883 0.380
H 3.52551 -0.33866 0.74878 0.318
H 3.65555 0.55511 -0.83348 0.355
H 3.03620 -1.15011 -0.90398 0.452
H 1.97616 -2.10080 0.50678 0.326
```

---

No. 3
This record from OMol25 describes an isolated molecule of C11H9N in a non-equilibrium geometry. The level of theory is ωB97M-V/def2-TZVPD.

Summary:
2S+1	1
frontier orbital gap	7.16	eV

Structure (XYZ):
```
21
Properties=species:S:1:pos:R:3:mulliken_charge:R:1
C 2.41079 0.19352 1.50868 -0.965
C 1.83784 1.26541 0.94484 0.916
C -0.33115 1.65835 0.02508 0.143
C 0.79184 -1.10182 0.21820 -0.515
C -1.44487 1.19151 -0.08655 0.952
C -0.14083 -1.86569 0.43872 1.240
C 2.58879 0.86822 -1.76566 -0.217
C 0.98187 2.11732 0.39143 -1.658
C 1.88414 -0.15170 0.13233 0.228
C -2.76516 0.56920 -0.09650 -1.189
C -1.21357 -2.81850 0.80173 -1.069
N 2.43291 -0.15390 -1.08026 -0.392
H 3.23791 0.93176 -2.64590 0.314
H 2.21746 1.91000 -1.39732 0.222
H 1.13776 3.15789 0.44293 0.407
H -2.95335 0.21444 -1.11368 0.336
H -3.60326 1.18758 0.19416 0.360
H -2.67369 -0.33807 0.50475 0.075
H -2.14635 -2.29592 0.35581 0.209
H -1.20325 -2.77968 1.94659 0.272
H -1.04583 -3.75991 0.28062 0.331
```

---

No. 4
This record from OMol25 describes an isolated molecule of C11H9NOS in a non-equilibrium geometry. The level of theory is ωB97M-V/def2-TZVPD.

Summary:
2S+1	3
⟨S²⟩	2.016
frontier orbital gap (spin up / spin down)	6.05 / 6.64	eV

Structure (XYZ):
```
23
Properties=species:S:1:pos:R:3:mulliken_spin:R:1
C 4.04194 -0.10248 0.20574 -0.027
C 3.78327 -1.40471 -0.09800 0.059
C 2.99762 0.81626 0.40214 0.070
C 2.42617 -1.79363 -0.28029 -0.030
C 1.69537 0.44396 0.15060 -0.026
C 1.36442 -0.92728 -0.09697 0.047
C -3.05798 1.11204 -0.40754 0.225
C -4.07536 0.14668 -0.32525 0.471
C -1.72547 1.33393 -0.04016 0.130
C -4.25980 -1.12705 0.31060 0.044
C -0.54156 0.60349 0.00005 0.432
N 0.63293 1.22622 0.18190 0.136
O -3.50620 -1.90344 0.86033 0.263
S -0.41221 -1.16278 -0.22378 0.138
H 5.12992 0.09610 0.32995 0.001
H 4.61071 -1.94354 -0.35021 0.007
H 3.38460 1.79419 0.73195 0.000
H 2.30669 -2.79135 -0.85438 -0.003
H -3.57755 2.10050 -0.70010 0.023
H -4.99494 0.48481 -0.66562 0.039
H -1.58706 2.37582 0.11013 0.006
H -5.28946 -1.45051 0.17806 0.008
H 0.65394 2.07278 0.58084 -0.011
```

---

No. 5
This record from OMol25 describes a 20-piece molecular cluster, C120H100F20 overall in a non-equilibrium geometry. The level of theory is ωB97M-V/def2-TZVPD.

Summary:
2S+1	1
frontier orbital gap	9.09	eV

Structure (XYZ):
```
240
Properties=species:S:1:pos:R:3:mulliken_charge:R:1
F 14.05678 24.31042 26.03028 -0.446
C 14.05079 24.98729 24.86335 0.008
C 14.51270 24.47310 23.66219 0.284
C 14.84274 25.36146 22.62445 0.333
C 14.51934 26.69334 22.71564 -0.848
C 13.80742 27.12465 23.84702 -0.144
C 13.61793 26.34774 24.94934 -0.506
H 14.90514 23.43087 23.73068 -0.046
H 15.34434 24.99909 21.70713 0.035
H 14.59036 27.40730 21.93207 0.555
H 13.46802 28.20303 23.85689 0.258
H 13.07847 26.70689 25.82475 0.476
F 12.18675 17.71950 17.84864 -0.126
C 11.04070 17.04594 17.61918 0.453
C 9.93230 17.81572 17.41840 0.327
C 8.73818 17.15010 17.13330 -0.776
C 8.79758 15.77799 17.00002 -0.684
C 9.92729 14.99346 17.19323 -1.272
C 11.09549 15.67499 17.56201 0.062
H 10.02014 18.93077 17.58897 0.000
H 7.80182 17.66398 16.98998 0.478
H 7.86391 15.31545 16.65168 0.299
H 9.82859 13.95364 16.94747 0.498
H 12.01597 15.12864 17.67916 0.711
F 14.78899 18.94615 24.32329 -0.180
C 15.91817 18.39478 24.76918 -0.160
C 17.01822 18.29474 23.92839 0.580
C 18.19543 17.70223 24.37070 -0.588
C 18.18728 17.24063 25.65901 -0.922
C 17.08559 17.31621 26.52678 -0.835
C 15.88312 17.95752 26.08443 -0.398
H 16.92692 18.70490 22.93487 0.338
H 19.01393 17.68326 23.66685 0.920
H 19.10766 16.78170 26.09448 0.320
H 17.23060 16.89969 27.51333 0.462
H 14.95007 18.13537 26.65694 0.482
F 12.82699 21.02389 23.05862 0.072
C 11.55805 21.03859 22.59052 -0.224
C 10.74906 22.07113 23.00576 -0.885
C 9.47595 22.10736 22.47387 -0.499
C 9.04697 21.10043 21.60733 -0.781
C 9.88594 20.03962 21.25492 -0.386
C 11.15107 20.04880 21.74601 0.597
H 11.17126 22.84395 23.64179 0.616
H 8.72883 22.89970 22.71740 0.306
H 8.02921 21.10086 21.27603 0.488
H 9.54634 19.29935 20.53283 0.442
H 11.90296 19.30945 21.51178 0.302
F 10.59338 18.78716 10.65452 -0.341
C 11.11139 18.63046 11.91498 0.449
C 10.66648 17.57098 12.71426 -0.714
C 11.26426 17.33360 13.92555 -0.289
C 12.35534 18.08864 14.33694 0.372
C 12.74820 19.15667 13.58810 -0.227
C 12.16816 19.45684 12.30858 -0.758
H 9.83010 16.97255 12.35485 0.420
H 10.84426 16.62450 14.63289 0.214
H 12.82700 17.89931 15.34264 0.270
H 13.68029 19.69522 13.86670 0.111
H 12.63489 20.17915 11.60650 0.417
F 14.81483 14.85072 19.43420 0.595
C 14.45748 13.65316 19.92784 0.722
C 13.32558 13.54141 20.69074 -0.227
C 12.97024 12.32050 21.24185 -0.816
C 13.69946 11.15424 21.00210 -0.767
C 14.83153 11.30813 20.18036 -0.534
C 15.23902 12.49611 19.59056 -0.899
H 12.58663 14.29380 20.98111 0.578
H 12.07523 12.25616 21.90921 0.352
H 13.53352 10.14539 21.45583 0.338
H 15.49027 10.46205 20.00118 0.372
H 16.07527 12.68780 18.92376 0.409
F 18.89623 19.76717 27.76349 -0.369
C 18.17110 20.89470 27.73485 -0.295
C 18.31090 21.80186 28.74237 -0.299
C 17.59200 22.99157 28.75714 -0.600
C 16.63119 23.16750 27.80584 -0.470
C 16.44920 22.19529 26.83127 -1.181
C 17.24892 21.09601 26.71139 0.517
H 19.02612 21.57217 29.54054 0.402
H 17.79658 23.76238 29.45347 0.484
H 15.99002 24.03330 27.72491 0.566
H 15.75370 22.39767 26.04830 0.680
H 17.19980 20.37248 25.89672 0.565
F 12.54306 28.60286 20.10687 -0.359
C 11.72248 27.91864 20.87196 0.284
C 10.86656 28.51812 21.78736 -0.564
C 10.08701 27.70770 22.62877 -0.502
C 10.14723 26.35322 22.56593 -0.641
C 11.02060 25.73013 21.65286 0.046
C 11.79907 26.49714 20.79562 -0.567
H 10.82961 29.60617 21.85395 0.436
H 9.41409 28.21940 23.28798 0.394
H 9.60830 25.84156 23.32058 0.433
H 11.11862 24.65540 21.56829 0.392
H 12.49475 25.99846 20.14624 0.628
F 14.06221 16.27386 16.30902 0.362
C 14.44460 15.01617 15.89296 -0.310
C 13.61305 14.23542 15.06915 -0.568
C 13.96281 12.95323 14.77613 -0.606
C 15.24878 12.44188 15.14836 -1.188
C 16.10703 13.25498 15.88616 -1.840
C 15.63362 14.54568 16.32797 1.041
H 12.71174 14.63162 14.70000 0.535
H 13.25605 12.35489 14.20105 0.423
H 15.65184 11.47128 14.87987 0.435
H 17.06699 12.92778 16.10268 1.009
H 16.31603 15.11372 16.95618 0.780
F 13.82682 23.44495 20.10101 0.106
C 14.72764 23.73602 19.07405 0.006
C 16.10963 23.62467 19.41261 0.696
C 16.98746 23.67230 18.36569 0.034
C 16.55460 23.91261 17.11200 -1.239
C 15.23524 24.16205 16.84499 -0.603
C 14.23738 24.07346 17.81561 -0.658
H 16.43511 23.48210 20.43572 0.147
H 18.07156 23.63892 18.54289 0.034
H 17.26378 24.04730 16.32585 0.594
H 15.01430 24.48935 15.79503 0.314
H 13.18252 24.23642 17.63656 0.663
F 17.06149 22.49667 14.01299 -0.382
C 16.99755 21.14887 14.23204 0.781
C 17.69851 20.27457 13.40887 -1.051
C 17.57900 18.89269 13.61651 -0.478
C 16.86363 18.38663 14.68333 -0.332
C 16.24060 19.31729 15.54751 0.848
C 16.25868 20.72489 15.31136 -0.305
H 18.35177 20.67735 12.60369 0.354
H 18.09642 18.25588 12.95591 0.600
H 16.78999 17.31218 14.79448 0.197
H 15.66757 18.93811 16.43610 -0.321
H 15.76594 21.40115 15.98932 0.139
F 20.84607 26.97514 20.96636 -0.442
C 20.60521 25.67766 21.31502 0.234
C 21.20398 25.26235 22.41921 -0.518
C 21.00371 23.88886 22.81118 0.337
C 20.26846 23.05068 22.04758 -0.404
C 19.60862 23.56711 20.90945 1.027
C 19.82614 24.87234 20.54505 -0.640
H 21.72654 25.97842 23.06407 0.428
H 21.35468 23.47719 23.74245 0.031
H 20.20285 21.98771 22.37336 0.057
H 18.96422 22.97042 20.25688 -0.605
H 19.43205 25.18210 19.59073 0.593
F 19.95777 22.18380 17.40101 -0.477
C 20.21072 20.92433 17.80484 0.507
C 21.13540 20.77952 18.82562 -0.712
C 21.29655 19.48732 19.36256 -0.736
C 20.60180 18.37190 18.82796 -0.253
C 19.74008 18.58259 17.77765 -0.793
C 19.50812 19.88099 17.25574 0.150
H 21.53979 21.64256 19.32861 0.696
H 22.02163 19.31182 20.13030 0.480
H 20.74144 17.35861 19.26072 0.081
H 19.19420 17.74049 17.41194 1.013
H 18.68976 20.01228 16.54851 0.236
F 13.26844 20.89609 16.14244 0.174
C 12.08781 21.28724 16.71172 -0.380
C 12.06244 21.37436 18.07695 0.156
C 10.92582 21.96048 18.66848 -0.007
C 9.83270 22.41542 17.88726 -1.301
C 9.90943 22.28421 16.51407 -0.637
C 10.99973 21.67401 15.96060 -0.701
H 12.90195 21.12287 18.67277 0.824
H 10.91587 22.00912 19.76645 0.334
H 8.98495 22.82382 18.36420 0.560
H 9.19031 22.72882 15.84202 0.427
H 11.00879 21.52476 14.87596 0.427
F 20.75812 19.81213 23.41330 -0.237
C 21.03490 20.68382 24.41229 0.090
C 20.02723 21.32474 25.03337 0.848
C 20.32726 22.34064 25.93362 -0.048
C 21.64058 22.60424 26.31247 -0.964
C 22.63938 21.85695 25.70114 -0.624
C 22.35260 20.98676 24.68873 -0.807
H 18.99672 21.02268 24.75798 0.078
H 19.52573 22.96356 26.31972 0.297
H 21.91124 23.43934 26.99676 0.364
H 23.66114 21.98294 25.95946 0.401
H 23.09909 20.43887 24.17674 0.559
F 18.20297 16.13002 15.44018 0.369
C 19.14286 15.62860 14.65223 0.831
C 18.82364 14.50929 13.86936 -0.785
C 19.92458 14.00772 13.12448 -0.512
C 21.12534 14.66800 13.07148 -0.747
C 21.33844 15.85119 13.79346 -0.543
C 20.34261 16.36289 14.60914 -0.649
H 17.86183 14.05524 13.95316 0.567
H 19.77975 13.03134 12.67789 0.369
H 22.03237 14.16754 12.65727 0.277
H 22.24887 16.40002 13.81398 0.443
H 20.44609 17.19425 15.27940 0.478
F 10.02007 16.04421 22.51753 -0.425
C 11.26833 16.19519 22.26805 0.640
C 12.14425 15.75841 23.26448 -1.246
C 13.48246 15.97334 23.03511 -0.488
C 13.91783 16.47883 21.78577 -0.322
C 13.05449 16.76546 20.77827 1.971
C 11.67802 16.68195 21.02848 -1.168
H 11.71302 15.39068 24.19006 0.497
H 14.26366 15.66696 23.70721 0.653
H 14.96636 16.58248 21.55652 0.261
H 13.35509 17.06044 19.78155 -0.384
H 10.95354 16.94361 20.25152 -0.016
F 17.19550 21.99638 21.98041 -0.319
C 16.68560 21.01156 21.17995 -0.089
C 15.31870 20.73972 21.23680 0.586
C 14.84603 19.64461 20.55525 0.781
C 15.71083 18.95676 19.71424 -0.683
C 17.02458 19.35005 19.56673 0.640
C 17.58568 20.39423 20.34635 -0.044
H 14.67286 21.39779 21.81830 -0.239
H 13.77391 19.47798 20.61095 -0.786
H 15.35771 18.09016 19.10462 -0.017
H 17.69827 18.75046 18.91899 -0.229
H 18.62048 20.64870 20.41572 0.097
F 18.46618 14.87080 17.83928 0.103
C 18.95999 15.06505 19.08514 -0.352
C 18.13442 15.52082 20.08783 0.863
C 18.63236 15.60559 21.38712 -0.967
C 19.93832 15.25552 21.69550 -0.702
C 20.72542 14.71166 20.65200 -0.585
C 20.25708 14.68464 19.36941 -0.912
H 17.08074 15.73407 19.84620 0.519
H 17.98674 15.90948 22.20674 0.601
H 20.32573 15.43612 22.69246 0.508
H 21.76399 14.48385 20.81382 0.390
H 20.92074 14.43558 18.53546 0.427
F 17.25317 27.33848 27.44589 -0.381
C 17.41292 27.16327 26.11510 0.505
C 17.32080 28.26067 25.27033 -0.884
C 17.48365 27.99292 23.89928 -0.493
C 17.80413 26.74354 23.47814 -0.734
C 17.93949 25.64746 24.37354 0.048
C 17.75307 25.88630 25.71546 -0.466
H 17.08749 29.22629 25.65263 0.480
H 17.36874 28.75390 23.19185 0.520
H 17.87497 26.51312 22.38892 0.358
H 18.23600 24.67442 23.96234 0.443
H 17.83007 25.10300 26.46205 0.578
```